Entry i
Below is a gas-phase ion, C4H8N3S (charge +1), with properties calculated with ωB97M-V/def2-TZVPD.

For the frontier orbital gap, the calculation gives 9.356 eV. Its charge is +1.

The geometry in XYZ format:
```
16
Properties=species:S:1:pos:R:3:mulliken_charge:R:1
C 2.77042 0.23595 -0.99591 -0.80
C -1.19248 -0.25446 -0.10280 0.50
C 1.64101 -0.19057 -0.10530 0.82
C -2.09797 -0.37658 1.09713 -1.32
N -0.28936 -1.30932 -0.03774 -0.33
N 0.88733 -1.20965 -0.05441 0.18
N -0.43399 0.98464 -0.10478 -0.50
S 2.90553 0.41368 0.76257 0.05
H 3.47288 -0.44789 -1.48121 0.30
H 2.59061 1.05565 -1.55708 0.28
H -1.81850 -0.45129 -1.11126 0.22
H -1.58456 -0.51301 2.09553 0.34
H -2.67992 -1.37801 1.06786 0.36
H -2.93364 0.51717 1.09573 0.36
H -0.34635 1.24929 -1.08563 0.28
H -0.89102 1.67438 0.51730 0.25
```

Entry ii
Below is a molecular structure, C4H8N3S, with properties calculated with ωB97M-V/def2-TZVPD.

For the frontier orbital gap (alpha / beta), the calculation gives 7.502 / 7.502 eV. Its charge is +1.

The geometry in XYZ format:
```
16
Properties=species:S:1:pos:R:3:mulliken_charge:R:1
C 0.96838 0.97946 0.57518 -0.33
C 1.93033 -0.04633 0.17613 0.73
C 1.36089 -1.31938 0.08156 -0.47
C -2.38701 -0.50345 -0.26079 -0.39
N -0.15266 0.60838 0.98324 -0.35
N 3.18422 0.20131 -0.19709 -0.46
N -2.71466 0.77901 0.01572 -0.27
S -0.34048 -1.03364 0.79666 0.08
H 1.19290 1.98953 0.45467 0.43
H -2.93040 -1.20882 0.38957 0.40
H 2.00220 -2.23452 -0.23275 0.32
H 3.74456 -0.64491 -0.40711 0.21
H -2.11236 -0.70791 -1.30172 0.35
H 3.67466 1.09972 -0.10766 0.23
H -2.23973 1.41766 -0.57059 0.26
H -2.86164 1.06388 0.94784 0.28
```

Which of them is most stable, and which least? Most stable: entry ii; least stable: entry i.

Entry i
Below is a gas-phase ion, C4H8N3S (charge +1), with properties calculated with ωB97M-V/def2-TZVPD.

Its SMILES is CCc1[nH+]cnn1S. For the frontier orbital gap, the calculation gives 10.685 eV. Its charge is +1.

The geometry in XYZ format:
```
16
Properties=species:S:1:pos:R:3:mulliken_charge:R:1
C -1.31405 1.16547 0.33647 -1.21
C -0.96980 -0.06522 -0.47946 -0.32
C 0.56239 -0.54161 -0.25116 0.34
N 0.96352 -1.82322 -0.15658 -0.07
C 2.30538 -1.79841 0.05958 -0.14
N 2.72896 -0.57756 0.09983 -0.71
N 1.65231 0.20245 -0.09080 0.62
S 1.85402 1.90619 -0.11244 -0.07
H -0.79508 2.04618 -0.02816 0.34
H -1.07926 1.02134 1.38816 0.36
H -2.38026 1.34936 0.25146 0.35
H -1.07239 0.12750 -1.54716 0.30
H -1.58748 -0.91635 -0.20411 0.33
H 0.37440 -2.64154 -0.22090 0.21
H 2.93547 -2.65390 0.18326 0.43
H 3.15849 1.80584 0.17472 0.24
```

Entry ii
Below is a gas-phase ion, C4H8N3S (charge +1), with properties calculated with ωB97M-V/def2-TZVPD.

For the frontier orbital gap, the calculation gives 9.636 eV. Its charge is +1.

The geometry in XYZ format:
```
16
Properties=species:S:1:pos:R:3:mulliken_charge:R:1
C -1.69996 -0.01585 2.23097 -0.84
C 0.52849 0.56462 -0.87741 0.20
C -0.41016 -0.33795 1.52497 0.91
C 1.58650 0.09440 -1.87271 -1.29
N 1.19377 0.83745 0.43873 -0.16
N 0.78534 0.31737 1.42262 -0.10
N -0.55625 -0.36829 -0.59851 -0.51
S -0.96951 -1.70492 2.34381 0.02
H -1.67535 0.67644 2.96850 0.34
H -2.55099 -0.10657 1.58597 0.29
H 0.28915 1.57674 -1.17701 0.30
H 1.90042 -0.83622 -1.49472 0.44
H 2.26129 0.92811 -1.80576 0.35
H 1.11146 0.07045 -2.81735 0.37
H -1.52448 -0.31828 -0.88321 0.32
H -0.26971 -1.37752 -0.98890 0.34
```

Which of them is most stable, and which least? Most stable: entry i; least stable: entry ii.

Entry i
Below is a molecular structure, C30H30N8O7SSiTi, with properties calculated with ωB97M-V/def2-TZVPD.

For the frontier orbital gap, the calculation gives 7.618 eV.

The geometry in XYZ format:
```
78
Properties=species:S:1:pos:R:3:mulliken_charge:R:1
Ti 0.50344 -0.92296 -0.04805 -0.09
N 5.26495 5.92685 1.07049 -0.55
C 4.70684 4.66448 1.04189 1.06
C 3.91504 4.26374 -0.04140 -0.93
C 3.32883 3.01484 -0.04738 -0.29
C 3.51733 2.15503 1.02602 -0.59
C 4.29724 2.53734 2.10862 -0.42
C 4.88546 3.78463 2.11559 -0.86
S 2.81000 0.55959 0.98682 1.54
O 2.81751 0.09887 -0.40568 -0.39
O 3.45345 -0.26017 1.96817 -0.80
N 1.20481 0.63989 1.20770 0.90
C 0.70721 0.79261 2.48931 0.01
N 1.46259 1.34708 3.43529 -0.43
C 0.92987 1.39282 4.65225 -0.51
C -0.33112 0.90454 4.94173 -0.87
C -1.04028 0.37580 3.87506 -0.05
N -0.53193 0.32623 2.65384 0.29
H 5.37222 6.39347 0.18614 0.23
H 6.04251 6.06021 1.69416 0.22
H 3.76857 4.93754 -0.87674 0.30
H 2.73352 2.69546 -0.89489 0.41
H 4.42731 1.84963 2.93218 0.53
H 5.49315 4.08907 2.95902 0.30
H 1.54535 1.84054 5.42505 0.44
H -0.73972 0.93727 5.94029 0.42
H -2.04264 -0.02583 3.98930 0.16
O -0.71059 -4.19289 -0.14775 -0.52
C -0.81343 -3.48042 -1.11752 -0.30
O -0.49790 -2.20974 -1.18060 0.11
H -1.20114 -3.85447 -2.08066 0.33
C -2.75039 -0.23382 -1.59302 -1.43
Si -1.92993 0.04310 0.08910 1.52
C -2.03081 1.91338 0.35088 -1.58
C -2.97363 -0.84218 1.38390 0.73
C -2.70838 -2.15182 1.78947 -0.09
C -3.48907 -2.77227 2.75528 -0.97
C -4.55297 -2.09769 3.33831 -0.49
C -4.83441 -0.79668 2.94686 -0.73
C -4.04951 -0.17972 1.98059 -0.42
H -3.71530 0.28297 -1.60021 0.45
H -2.93416 -1.29406 -1.76299 0.28
H -2.15955 0.14612 -2.42839 0.35
H -3.08744 2.18285 0.44461 0.59
H -1.66419 2.45952 -0.51952 0.43
H -1.51050 2.26873 1.23715 0.31
H -1.87660 -2.70234 1.36967 0.33
H -3.25707 -3.78692 3.05361 0.44
H -5.15889 -2.58268 4.09325 0.38
H -5.66298 -0.26002 3.39260 0.40
H -4.28558 0.84029 1.69838 0.21
O 1.91541 -3.80057 1.89228 -0.68
N 1.52419 -2.92715 1.19260 1.16
O 1.94334 -2.67315 0.03529 -0.52
O 0.59768 -2.10184 1.58196 -0.45
C 0.85929 1.99972 -3.44961 -1.25
C 0.56146 1.39677 -2.24310 -0.63
N 0.73313 0.08863 -2.04709 1.20
C 1.25249 -0.65135 -3.02365 -0.21
C 1.64459 -0.11748 -4.24115 0.06
C 1.40796 1.23149 -4.46286 -0.34
C 2.33095 -0.98760 -5.22160 -1.17
C 3.54219 -1.50063 -5.02175 -0.72
C 4.40406 -1.20087 -3.85900 0.92
C 5.27638 -2.15889 -3.35683 -0.66
C 6.05583 -1.79208 -2.27358 -0.22
N 5.99725 -0.58162 -1.72914 -0.53
C 5.13184 0.25913 -2.28334 -0.33
N 4.34160 0.02067 -3.32120 -0.35
H 0.68412 3.05835 -3.57926 0.51
H 0.18376 1.96279 -1.40315 0.44
H 1.38494 -1.70619 -2.81423 0.65
H 1.68942 1.68175 -5.40610 0.47
H 1.78616 -1.25911 -6.11970 0.44
H 3.93793 -2.20707 -5.74251 0.44
H 5.33689 -3.14903 -3.78714 0.43
H 6.75183 -2.49204 -1.82500 0.42
H 5.07291 1.25102 -1.85024 0.55
```

Entry ii
Below is a molecular structure, C30H30N8O7SSiTi, with properties calculated with ωB97M-V/def2-TZVPD.

For the frontier orbital gap, the calculation gives 7.662 eV.

The geometry in XYZ format:
```
78
Properties=species:S:1:pos:R:3:mulliken_charge:R:1
Ti -0.33128 -2.00265 -0.40524 0.24
N -6.06574 1.87529 4.16271 -0.53
C -5.37859 1.13315 3.21924 1.12
C -5.97915 0.80790 1.99868 -0.81
C -5.30838 0.03521 1.07118 -0.43
C -4.03623 -0.43078 1.36424 -0.40
C -3.42132 -0.11417 2.56986 -0.50
C -4.08869 0.66433 3.49232 -0.88
S -3.15582 -1.37495 0.19488 1.77
O -2.74250 -2.62667 0.77885 -0.81
O -3.93628 -1.45043 -1.01008 -0.74
N -1.70752 -0.57749 -0.04725 0.78
C -1.77482 0.56276 -0.88472 0.29
N -2.88970 1.28111 -0.93977 -0.58
C -2.88920 2.30157 -1.79172 -0.64
C -1.79235 2.62525 -2.56964 -1.12
C -0.66416 1.85010 -2.37404 -0.43
N -0.63832 0.83284 -1.52190 0.63
H -6.86577 2.39920 3.85733 0.21
H -5.53942 2.29290 4.90848 0.20
H -6.97734 1.17189 1.78160 0.28
H -5.75367 -0.20628 0.11500 0.54
H -2.42544 -0.48766 2.78184 0.45
H -3.61930 0.91176 4.43827 0.30
H -3.80524 2.88267 -1.83990 0.48
H -1.80291 3.44486 -3.27351 0.46
H 0.25263 2.04833 -2.91987 0.51
O -1.16846 -3.63006 -1.28695 -0.37
C -1.64166 -2.93842 -2.24755 0.10
O -1.22172 -1.75892 -2.37940 -0.52
H -2.38007 -3.35997 -2.92715 0.33
C 1.76396 -0.41462 -3.10410 -0.99
Si 1.56652 -1.99139 -2.13835 1.24
C 1.24360 -3.37734 -3.35228 -1.53
C 3.25302 -2.37028 -1.40742 0.38
C 4.19699 -1.36019 -1.19473 -0.21
C 5.41599 -1.62636 -0.58279 -0.67
C 5.71581 -2.91859 -0.16903 -0.48
C 4.79821 -3.94116 -0.38153 -0.69
C 3.58099 -3.66653 -0.99419 -0.20
H 2.65456 -0.49299 -3.73510 0.60
H 1.86427 0.45604 -2.44959 -0.24
H 0.88696 -0.26126 -3.73832 0.37
H 2.13670 -3.54442 -3.96024 0.44
H 0.41843 -3.11397 -4.01824 0.35
H 0.98796 -4.31320 -2.85098 0.35
H 3.97560 -0.34229 -1.50561 0.31
H 6.12826 -0.82505 -0.42164 0.41
H 6.66366 -3.13047 0.31124 0.39
H 5.03224 -4.95259 -0.07182 0.41
H 2.86733 -4.47273 -1.13232 0.32
O -0.43959 -2.33257 1.84033 -0.50
N -0.13541 -3.48900 1.44507 1.16
O -0.53415 -4.51258 1.88552 -0.64
O 0.69989 -3.44885 0.38586 -0.60
C 2.99009 -0.64594 2.39570 -1.44
C 2.28328 -1.21969 1.35995 -0.41
N 1.23543 -0.62021 0.77738 0.94
C 0.90292 0.59804 1.20407 -0.57
C 1.55169 1.25313 2.23920 0.53
C 2.60140 0.59632 2.86207 -0.66
C 1.07249 2.56455 2.73009 -1.22
C 0.76690 3.65991 2.04067 -0.74
C 1.02879 3.94567 0.61055 1.05
C 0.36510 4.98492 -0.02711 -0.61
C 0.71523 5.25809 -1.33500 -0.28
N 1.65913 4.57514 -1.98224 -0.60
C 2.23268 3.59742 -1.28097 -0.24
N 1.96672 3.24019 -0.02945 -0.28
H 3.81800 -1.18459 2.83628 0.53
H 2.53455 -2.20692 1.01092 0.69
H 0.06264 1.07156 0.72057 0.66
H 3.12417 1.06800 3.68718 0.52
H 0.92676 2.61181 3.80633 0.43
H 0.32929 4.48798 2.58900 0.38
H -0.39302 5.56236 0.48563 0.40
H 0.22803 6.05461 -1.88775 0.44
H 3.00440 3.02737 -1.78866 0.53
```

Which of them is most stable, and which least? Most stable: entry i; least stable: entry ii.

Entry i
Below is 2 unconnected molecules or ions with the total composition C6H13FN3, with properties calculated with ωB97M-V/def2-TZVPD.

For the frontier orbital gap, the calculation gives 9.684 eV. Its charge is +1.

The geometry in XYZ format:
```
23
Properties=species:S:1:pos:R:3:mulliken_charge:R:1
C 0.78937 2.58818 2.07382 -0.90
C 0.73668 1.33932 1.71363 -0.21
C 0.59731 -1.00166 -1.93529 0.25
C 0.33375 0.70869 0.45029 -0.26
C -1.34486 -0.51497 -1.02360 -0.35
C -0.83204 -0.34587 0.40030 0.06
N 1.28530 -1.90159 -1.28270 -0.15
N -1.79925 0.53063 -1.72881 -0.35
N -0.31789 -1.68729 0.91784 -0.66
F 1.21059 -0.43201 -2.88428 -0.21
H 1.07789 2.93211 2.99884 0.33
H 0.50166 3.31663 1.32813 0.22
H 0.89473 0.62268 2.59146 0.09
H 0.12166 1.50656 -0.28028 0.30
H 1.45008 0.25555 0.22152 0.17
H -1.57866 -1.47381 -1.35624 0.46
H -1.54265 0.05713 1.08759 0.58
H 2.17838 -2.17670 -1.62614 0.23
H -2.26059 0.25860 -2.67356 0.34
H -1.46381 1.52184 -1.65243 0.25
H 0.06278 -1.50593 1.91560 0.29
H 0.98280 -2.35057 -0.40988 0.28
H -1.08324 -2.24750 1.15420 0.23
```

Entry ii
Below is a gas-phase ion, C6H13FN3 (charge +1), with properties calculated with ωB97M-V/def2-TZVPD.

Its SMILES is CC(C)[C@@H]1N(/C=N/F)[N@H+]1C. For the frontier orbital gap, the calculation gives 10.528 eV. Its charge is +1.

The geometry in XYZ format:
```
23
Properties=species:S:1:pos:R:3:mulliken_charge:R:1
C 2.00569 0.16266 0.50245 -1.24
C 0.66396 0.84068 0.23616 0.48
C 0.89304 2.12653 -0.71623 -1.81
C -0.39297 -0.08622 -0.31021 -0.37
N -1.81224 -0.01304 0.10556 -0.16
C -3.17035 0.41732 -0.09390 -0.01
N -4.25599 0.02724 0.51526 -0.31
F -5.32416 0.66023 -0.00033 -0.11
N -1.02341 -1.06717 0.53303 0.18
C -1.44247 -2.43787 0.09881 -0.91
H 2.77303 0.90810 0.49619 0.41
H 2.15326 -0.58408 -0.33918 0.32
H 1.97333 -0.35607 1.47969 0.32
H 0.26468 1.13550 1.15176 0.38
H 0.06629 2.65177 -1.09858 0.47
H 1.45342 1.99950 -1.56741 0.50
H 1.41556 2.79768 -0.13790 0.48
H -0.31750 -0.29096 -1.42045 0.38
H -3.40435 1.14421 -0.79870 0.47
H -0.73395 -1.05736 1.57236 0.43
H -1.75811 -2.36710 -0.92561 0.36
H -0.71618 -3.26422 -0.04803 0.37
H -2.28694 -2.82426 0.64418 0.37
```

Which of them is most stable, and which least? Most stable: entry i; least stable: entry ii.